Version P
The following is a quantum chemistry calculation of 2 unconnected molecules or ions with the total composition CH2O4S, from OMol25.

**Charge**: 0
**Multiplicity**: 1
**HOMO-LUMO gap**: 10.6 eV

Last column: Löwdin charge in e.
CARTESIAN COORDINATES (ANGSTROEM)
C  -0.857  0.027  -0.059  -0.1622
O  -0.264  1.085  -3.170  -0.4035
O  1.137  -0.735  -2.627  -0.4299
O  -1.329  -0.588  -0.945  -0.0144
O  0.720  0.459  -0.050  -0.0828
S  -0.135  -0.345  -3.174  0.9022
H  -1.527  0.698  0.602  0.1707
H  1.280  -0.022  -0.669  0.0200

---

Version Q
The following is a quantum chemistry calculation of 2 unconnected molecules or ions with the total composition CH2O4S, from OMol25.

**Charge**: 0
**Multiplicity**: 1
**HOMO-LUMO gap**: 12.3 eV

Last column: Löwdin charge in e.
CARTESIAN COORDINATES (ANGSTROEM)
C  0.829  1.792  0.860  -0.0248
O  0.313  1.820  1.840  0.0734
O  -0.037  -0.483  -1.618  -0.1397
O  1.006  -0.676  0.625  -0.3382
O  -1.432  -0.052  0.341  -0.3022
S  -0.217  -0.735  -0.067  0.6033
H  -0.222  0.405  -1.703  0.0315
H  -0.241  -2.072  -0.276  0.0967

---

The data favor version P; the next most stable structure lies 3.3 kcal/mol above it.

---

Version P
The following is a quantum chemistry calculation of a molecular structure, C2H8N5, from OMol25.

**Charge**: +1
**Multiplicity**: 1
**HOMO-LUMO gap**: 10.9 eV

Last column: Löwdin charge in e.
CARTESIAN COORDINATES (ANGSTROEM)
C  1.446  -1.331  -0.033  0.0073
C  -0.197  -0.434  -0.613  -0.1863
N  2.073  -0.140  0.278  -0.0079
N  1.636  0.945  -0.024  0.0894
N  0.298  0.847  -0.567  -0.1714
N  -1.377  -0.488  0.362  0.0687
N  -0.530  1.747  0.199  0.1113
H  1.329  -1.956  0.869  0.1141
H  1.809  -1.840  -0.879  0.0914
H  -0.633  -0.947  -1.532  0.1539
H  -1.390  -1.172  1.140  0.1438
H  -1.263  0.816  0.663  0.1411
H  -1.095  2.333  -0.471  0.1754
H  0.033  2.354  0.838  0.1660
H  -2.139  -0.732  -0.231  0.1031

---

Version Q
The following is a quantum chemistry calculation of a gas-phase ion, C2H8N5 (charge +1), from OMol25.

**Charge**: +1
**Multiplicity**: 1
**HOMO-LUMO gap**: 8.3 eV

Last column: Löwdin charge in e.
CARTESIAN COORDINATES (ANGSTROEM)
C  0.134  0.416  3.241  0.0397
C  -0.678  0.104  -0.300  -0.0963
N  0.065  0.839  2.007  -0.0807
N  1.012  0.538  1.106  -0.0161
N  0.605  0.262  -0.087  -0.2475
N  -1.003  -0.517  -1.618  0.1894
N  1.685  0.053  -1.018  0.1559
H  -0.806  0.641  3.897  0.1184
H  0.761  -0.422  3.460  0.0637
H  -1.438  0.145  0.467  0.1179
H  -1.111  -1.506  -1.532  0.1421
H  -2.012  -0.262  -1.966  0.2248
H  2.382  -0.018  -0.270  0.1119
H  1.799  1.009  -1.331  0.1135
H  -0.161  -0.283  -2.206  0.1635

---

The data favor version P; the next most stable structure lies 24.6 kcal/mol above it.